No. 1
ORCA calculation (ωB97M-V/def2-TZVPD) on C34H55AlBBrCl2N5O21P3S as an isolated structure in a non-equilibrium geometry.

Cartesian coordinates (Å):
Br: -4.120 -2.022 -4.829
Cl: -3.481 -0.830 -0.859
Cl: -1.634 -3.868 -8.491
S: 3.503 -5.508 -5.759
P: 1.681 -5.898 -5.228
P: 0.227 -4.117 -7.568
P: 1.127 -4.564 -1.833
Al: 5.118 -5.598 -0.587
O: 1.798 -1.266 5.504
O: -2.175 -6.678 -4.260
O: 0.477 0.987 -5.065
O: 1.568 8.388 3.090
O: 1.671 0.891 6.098
O: -1.022 -0.340 -5.346
O: 1.848 4.414 -3.516
O: 2.347 7.829 4.386
O: 0.588 2.976 5.442
O: 2.108 1.789 3.946
O: 1.300 -2.990 -8.215
O: 3.464 7.195 2.811
O: 2.912 2.980 5.910
O: 2.553 8.353 1.131
O: 1.850 -0.839 0.714
O: -4.290 -7.209 -3.926
O: 3.511 3.523 -2.265
O: 2.333 -0.160 2.866
O: 2.646 5.575 -1.872
O: 0.165 5.038 6.208
O: 3.015 5.040 6.767
N: -0.642 -2.675 -5.148
N: -3.997 2.357 1.926
N: -1.401 0.632 8.348
N: 0.333 -0.110 -5.470
N: 0.725 -4.497 -4.805
C: -3.546 1.078 1.755
C: 2.550 7.933 2.441
C: -1.429 -1.645 -5.830
C: -3.516 1.258 8.162
C: 2.752 4.419 -2.528
C: -3.336 -6.335 -4.268
C: 1.830 3.210 -4.284
C: 4.349 8.577 5.286
C: 0.485 -3.981 -3.510
C: -3.729 -4.960 -4.743
C: 0.062 -3.711 -5.727
C: 3.548 5.710 -0.765
C: -3.739 2.759 3.209
C: -2.231 1.565 7.790
C: 2.410 -2.033 -1.954
C: 2.126 0.469 3.874
C: 1.851 -0.101 5.228
C: 2.392 4.140 6.281
C: -6.417 -6.840 -5.049
C: 2.819 -6.946 -1.737
C: -0.399 -2.850 -3.761
C: -3.457 0.095 8.972
C: -3.371 -2.459 -1.666
C: 2.111 9.678 5.764
C: 2.831 -5.396 -2.052
C: 1.586 -2.938 -0.947
C: 0.927 4.140 5.991
C: -5.668 -6.859 -3.733
C: -3.001 0.660 2.935
C: -3.112 1.725 3.855
C: -1.853 -2.828 -1.613
C: -0.969 -1.951 -2.632
C: 2.961 8.942 4.695
C: -2.139 -0.269 9.065
B: 1.821 2.160 5.352
H: 3.596 -7.161 -0.932
H: 1.721 -0.931 1.672
H: 4.878 9.480 5.601
H: 2.290 -3.195 -0.107
H: 4.265 7.925 6.157
H: -3.729 -2.398 -2.725
H: -6.329 -7.806 -5.549
H: 3.370 6.681 -0.305
H: -6.089 -7.633 -3.091
H: 1.952 9.063 6.651
H: 0.701 -2.444 -0.499
H: 3.148 -7.484 -2.665
H: -4.287 -0.417 9.432
H: 2.038 0.099 0.597
H: -2.771 1.735 4.878
H: 1.558 -6.805 -4.135
H: -1.779 -3.919 -1.900
H: -5.758 -5.920 -3.184
H: -1.444 -2.767 -0.570
H: -2.610 -1.728 -5.552
H: 4.975 8.073 4.548
H: 3.324 -1.582 -1.480
H: 3.359 4.937 -0.020
H: 1.134 9.964 5.370
H: 3.162 9.695 3.898
H: 1.730 8.868 1.253
H: 2.106 -3.473 -8.461
H: 2.617 10.593 6.083
H: -6.013 -6.092 -5.732
H: -1.635 -1.142 -3.023
H: -4.005 -3.227 -1.160
H: -2.553 -0.305 3.114
H: 2.784 -2.581 -2.861
H: 3.234 -5.126 -3.062
H: -4.678 -4.613 -4.351
H: -3.626 0.578 0.815
H: -0.158 -1.474 -2.037
H: -2.980 -4.255 -4.401
H: 1.061 3.318 -5.045
H: -1.663 -1.089 9.578
H: -0.400 0.610 8.247
H: 2.788 3.042 -4.780
H: 3.544 -4.902 -1.293
H: -4.014 3.745 3.547
H: 1.572 2.365 -3.650
H: -3.761 -4.955 -5.832
H: 4.583 5.672 -1.106
H: 1.032 -6.513 -6.345
H: 1.833 -7.341 -1.403
H: -4.438 2.917 1.219
H: -1.842 2.364 7.179
H: 1.795 -1.180 -2.344
H: -7.474 -6.623 -4.886
H: -1.362 -1.714 -6.947
H: -4.400 1.809 7.883

Results
Highest occupied orbital energy   -7.2 eV
Strongest force on any atom   9.1 eV Å⁻¹
DFT total energy   -8366.0588 Eh
Molecular weight   1183.42 Da

---

No. 2
ORCA calculation (ωB97M-V/def2-TZVPD) on a single C16H22N2O3 molecule.

Cartesian coordinates (Å):
O: -0.115 -1.468 0.924
O: -1.840 2.855 -0.343
O: 3.130 2.450 -0.647
N: -2.127 -1.984 -0.017
N: 1.885 1.150 0.707
C: -0.705 -3.780 0.669
C: -0.930 -2.287 0.552
C: -4.071 -0.633 -0.428
C: -1.918 0.430 -0.229
C: -0.090 2.502 1.350
C: -4.654 0.609 -0.606
C: 3.849 -0.978 -0.118
C: -2.512 1.679 -0.373
C: -2.699 -0.718 -0.226
C: 1.410 2.252 1.511
C: -3.893 1.759 -0.568
C: 2.736 1.345 -0.324
C: -0.446 2.847 -0.100
C: 3.206 0.091 -1.030
C: 2.770 -1.988 -0.532
C: 2.138 -0.937 -1.456
H: -5.720 0.680 -0.766
H: 3.851 -0.720 0.940
H: -4.341 2.732 -0.687
H: -0.116 3.861 -0.335
H: 1.116 -0.669 -1.197
H: 4.860 -1.250 -0.411
H: 1.521 0.228 0.906
H: -1.512 -4.245 1.232
H: -0.857 0.327 -0.102
H: 2.172 -1.185 -2.515
H: 2.119 -2.299 0.281
H: 0.058 2.161 -0.792
H: -0.667 -4.226 -0.323
H: -2.746 -2.758 -0.212
H: 1.975 3.130 1.187
H: -0.639 1.613 1.665
H: 1.631 2.052 2.565
H: 3.147 -2.872 -1.041
H: 3.853 0.413 -1.847
H: -4.676 -1.529 -0.440
H: -0.389 3.325 2.001
H: 0.236 -3.966 1.177

Results
Highest occupied orbital energy   -8.4 eV
Structure (SMILES)   CC(=O)Nc1cccc(OCCCNC(=O)C2CCC2)c1
Strongest force on any atom   0.6 eV Å⁻¹
DFT total energy   -958.1355 Eh
Molecular weight   290.36 Da
Energy above the lowest of the compared OMol25 structures with the same formula, charge and spin   34.6 kcal/mol

---

No. 3
ORCA calculation (ωB97M-V/def2-TZVPD) on a single C3H6N2OS molecule in a non-equilibrium geometry.

Cartesian coordinates (Å):
S: 0.184 1.687 -0.606
O: 1.203 -0.577 -1.996
N: -0.008 -0.033 -0.140
N: -1.327 0.298 1.886
C: 0.594 -0.911 -0.992
C: -0.561 -0.351 1.107
C: -0.351 -1.813 1.488
H: -1.003 -2.432 0.912
H: 0.822 1.398 -1.780
H: 0.440 -1.971 -0.729
H: -1.550 1.250 1.492
H: -0.690 -1.847 2.509
H: 0.668 -2.177 1.422

Results
Highest occupied orbital energy   -9.4 eV
Structure (SMILES)   [H]/N=C(/C)N(S)C=O
Strongest force on any atom   2.3 eV Å⁻¹
DFT total energy   -700.8218 Eh
Molecular weight   118.16 Da
Energy above the lowest of the compared OMol25 structures with the same formula, charge and spin   42.3 kcal/mol

---

No. 4
ORCA calculation (ωB97M-V/def2-TZVPD) on a 3-piece molecular cluster, C2H9NO4 overall in a non-equilibrium geometry.

Cartesian coordinates (Å):
O: -2.170 0.400 1.750
O: -2.706 0.848 -4.257
O: 6.111 -1.671 -3.408
O: -0.831 -0.451 0.185
N: -0.484 0.855 3.599
C: -1.096 -0.066 1.471
C: 0.035 0.162 2.451
H: 0.172 1.386 4.156
H: 0.677 0.853 1.872
H: 6.587 -0.920 -3.104
H: 0.613 -0.738 2.670
H: -1.282 1.428 3.379
H: -1.442 -1.179 0.014
H: -2.590 -0.107 -4.138
H: 5.542 -1.392 -4.118
H: -2.073 1.083 -3.556

Results
Highest occupied orbital energy   -9.4 eV
Structure (SMILES)   NCC(=O)O.O.O
Strongest force on any atom   2.2 eV Å⁻¹
DFT total energy   -437.2967 Eh
Molecular weight   111.10 Da
Energy above the lowest of the compared OMol25 structures with the same formula, charge and spin   31.8 kcal/mol

---

No. 5
ORCA calculation (ωB97M-V/def2-TZVPD) on a 2-piece molecular cluster, C12H16N2 overall in a non-equilibrium geometry.

Cartesian coordinates (Å):
N: -1.614 1.477 1.257
N: -2.972 -0.211 1.634
C: -1.780 0.814 0.055
C: 1.919 -0.225 -1.664
C: 0.084 -2.207 -0.196
C: 2.136 -0.767 -0.415
C: 2.740 1.463 0.263
C: 2.104 1.119 -2.061
C: 2.587 0.130 0.553
C: -2.675 -0.222 0.278
C: 2.438 1.981 -1.019
C: -3.336 -1.190 -0.628
C: 1.614 -2.143 -0.153
C: -2.368 0.780 2.186
H: -2.481 1.056 3.219
H: -2.882 -1.093 -1.610
H: -0.197 -2.915 0.586
H: 1.632 -0.892 -2.482
H: -1.306 1.152 -0.851
H: -3.317 -2.159 -0.128
H: -0.399 -1.242 -0.107
H: 1.848 -2.391 0.900
H: 2.671 3.025 -1.173
H: -1.515 2.462 1.099
H: -4.397 -1.044 -0.839
H: 3.060 2.268 0.912
H: 2.196 -2.904 -0.660
H: -0.393 -2.559 -1.120
H: 2.518 -0.160 1.602
H: 1.828 1.305 -3.087

Results
Highest occupied orbital energy   -8.5 eV
Structure (SMILES)   Cc1c[nH]cn1.CCc1ccccc1
Strongest force on any atom   2.5 eV Å⁻¹
DFT total energy   -576.3284 Eh
Molecular weight   188.27 Da
Energy above the lowest of the compared OMol25 structures with the same formula, charge and spin   32.4 kcal/mol

---

No. 6
ORCA calculation (ωB97M-V/def2-TZVPD) on C21H34N4OS as an isolated structure in a non-equilibrium geometry.

Cartesian coordinates (Å):
S: 6.507 -1.091 0.726
O: -5.305 1.929 0.819
N: -2.590 -2.093 1.167
N: -3.268 1.086 1.626
N: 2.513 -0.515 0.303
N: -1.048 1.543 -0.036
C: 1.324 -1.161 0.902
C: -3.975 1.947 0.966
C: 1.271 0.852 -1.099
C: -3.977 -2.365 -1.206
C: -4.279 -1.285 -0.356
C: -0.661 2.714 0.350
C: -3.536 -1.000 0.941
C: 3.803 -2.591 -0.500
C: -1.959 3.524 0.886
C: -2.080 -2.846 0.422
C: 2.200 -0.395 -1.025
C: 0.233 0.196 1.180
C: -0.060 0.542 -0.378
C: 3.778 -1.427 0.352
C: -3.221 3.182 0.053
C: -2.889 2.814 -1.214
C: -1.984 1.735 -1.281
C: 5.042 -0.440 0.271
C: -2.863 -3.017 -0.810
C: 7.247 -1.795 -0.577
C: -3.963 -0.097 1.930
H: -4.985 0.047 1.876
H: 1.677 1.989 -0.582
H: 1.790 -1.509 2.047
H: 0.910 1.205 -1.974
H: 6.612 -2.463 -1.218
H: -0.748 -0.392 1.555
H: -2.617 0.762 -1.304
H: -2.469 -3.765 -1.573
H: 7.365 -0.893 -1.281
H: -0.555 -0.224 -0.693
H: -1.734 4.775 0.827
H: -0.413 3.549 -0.426
H: 1.677 -1.110 -1.394
H: -3.987 2.445 -1.889
H: 8.045 -2.342 -0.398
H: -3.423 -0.363 3.168
H: -1.539 1.712 -2.278
H: 0.167 2.692 1.241
H: -5.197 -0.684 -0.377
H: 2.718 -3.177 -0.004
H: 2.995 0.226 -1.449
H: -1.393 -3.647 0.615
H: -1.946 3.337 1.956
H: -3.853 3.966 0.032
H: 3.716 -1.623 1.411
H: 4.683 -3.299 -0.086
H: -2.371 0.977 0.964
H: 5.263 -0.207 -0.668
H: 0.883 -1.978 0.429
H: 4.847 0.407 0.628
H: 0.711 0.801 1.678
H: -2.464 3.571 -1.685
H: 3.817 -2.473 -1.462
H: -4.442 -2.263 -2.097

Results
Highest occupied orbital energy   -8.2 eV
Strongest force on any atom   15.9 eV Å⁻¹
DFT total energy   -1512.3863 Eh
Molecular weight   390.60 Da
Energy above the lowest of the compared OMol25 structures with the same formula, charge and spin   432.4 kcal/mol

---

- molecular weight of number 5 (C12H16N2)?
  188.27 Da

---

- strongest force on any atom of number 4 (C2H9NO4)?
  2.2 eV Å⁻¹